Entry 1:
{
  "formula": "C5H11FO2Si",
  "method": "wB97M-V/def2-TZVPD",
  "e_lumo_ev": 0.142,
  "e_above_lowest_kcal_mol": 89.7,
  "e_homo_ev": -8.850,
  "elements": ["C", "C", "C", "C", "C", "O", "O", "F", "Si", "H", "H", "H", "H", "H", "H", "H", "H", "H", "H", "H"],
  "coordinates": [[2.1317, 0.4669, 0.1156], [-3.6203, 0.2538, -0.3146], [4.4916, -0.0096, -0.1712], [-2.4107, -0.5565, 0.1274], [-1.2382, 0.4167, -0.1235], [2.1920, 1.6491, -0.1350], [3.1128, -0.4116, 0.1384], [0.4613, -1.9380, -0.2460], [0.3768, -0.4240, 0.3047], [-3.5176, 0.8475, -1.1377], [-4.5872, -0.2374, -0.4556], [-4.0062, 1.0806, 0.3353], [4.7600, -1.0164, -0.6405], [4.9414, 0.3104, 0.6758], [4.6682, 0.8719, -0.8053], [-2.6291, -0.7809, 1.2098], [-2.5242, -1.4936, -0.5543], [-1.2531, 1.3908, 0.3711], [-1.1806, 0.7790, -1.0944], [-0.1686, -1.1986, 2.3998]]
}


Entry 2:
{
  "formula": "C22H32N7O2Pt",
  "method": "wB97M-V/def2-TZVPD",
  "e_lumo_ev": [-8.737, -12.990],
  "s2": 6.03,
  "e_homo_ev": [-17.492, -18.032],
  "charge": 3,
  "multiplicity": 5,
  "elements": ["Pt", "C", "N", "C", "C", "N", "C", "C", "C", "C", "C", "C", "N", "C", "N", "C", "C", "N", "C", "C", "N", "C", "C", "H", "H", "H", "H", "H", "H", "H", "H", "H", "H", "H", "H", "H", "H", "H", "H", "H", "H", "H", "H", "H", "H", "H", "H", "H", "H", "H", "H", "O", "C", "O", "C", "C", "C", "C", "C", "N", "H", "H", "H", "H"],
  "coordinates": [[-0.0684, 0.2714, 0.1103], [2.9396, 0.5828, -1.3317], [3.2295, -0.0933, -0.0601], [4.2823, 0.5526, 0.7408], [2.5748, -1.1588, 0.3762], [1.2685, -1.3565, -0.0788], [0.7023, -2.5792, -0.2152], [1.3945, -3.7912, -0.4274], [0.7029, -4.9679, -0.3889], [-0.6944, -4.9802, -0.0879], [-1.4013, -3.8105, 0.0025], [-0.7351, -2.5881, -0.1690], [-1.3424, -1.3601, -0.2298], [-2.6899, -1.2136, -0.5376], [-3.4316, -0.3248, 0.1479], [-4.3745, 0.5777, -0.5427], [-3.0465, 0.1009, 1.4869], [-3.2397, -1.9250, -1.5027], [-4.6873, -2.2134, -1.5483], [-2.4756, -2.5217, -2.6107], [3.1129, -1.9972, 1.2490], [2.3328, -2.6201, 2.3322], [4.5432, -2.3521, 1.2205], [3.8244, 0.5536, -1.9681], [2.6986, 1.6284, -1.1422], [2.1338, 0.0895, -1.8683], [4.0790, 1.6228, 0.7502], [5.2665, 0.3908, 0.3039], [4.2583, 0.1855, 1.7612], [2.4576, -3.7796, -0.6274], [1.2193, -5.9042, -0.5570], [-1.1982, -5.9273, 0.0567], [-2.4615, -3.8208, 0.2207], [-4.4990, 0.2878, -1.5803], [-3.9737, 1.5921, -0.5115], [-5.3417, 0.5661, -0.0448], [-2.7793, -0.7373, 2.1245], [-3.8724, 0.6467, 1.9379], [-2.2044, 0.8101, 1.4846], [-5.1824, -1.8591, -0.6518], [-4.8029, -3.2951, -1.6172], [-5.1363, -1.7652, -2.4326], [-1.5028, -2.0487, -2.7100], [-3.0408, -2.3615, -3.5264], [-2.3537, -3.5939, -2.4672], [1.3192, -2.2287, 2.3526], [2.8109, -2.3723, 3.2791], [2.3189, -3.7043, 2.2255], [4.9919, -2.0416, 0.2810], [4.6120, -3.4362, 1.3062], [5.0889, -1.9134, 2.0544], [0.8282, 1.9228, 3.7141], [0.5943, 1.6843, 2.5727], [0.6027, 0.4262, 2.0794], [0.3083, 2.7432, 1.5610], [0.3228, 4.0833, 1.8726], [0.1337, 5.0049, 0.8487], [-0.0470, 4.5563, -0.4575], [-0.0628, 3.2020, -0.7074], [0.1033, 2.3156, 0.2981], [0.4966, 4.3762, 2.8999], [0.1370, 6.0658, 1.0637], [-0.1770, 5.2501, -1.2768], [-0.2053, 2.8051, -1.7035]]
}


Entry 3:
{
  "formula": "C6H11NOS",
  "method": "wB97M-V/def2-TZVPD",
  "e_lumo_ev": 0.920,
  "e_above_lowest_kcal_mol": 131.6,
  "e_homo_ev": -9.215,
  "elements": ["C", "C", "C", "C", "C", "C", "N", "O", "S", "H", "H", "H", "H", "H", "H", "H", "H", "H", "H", "H"],
  "coordinates": [[-0.7868, 1.1845, 0.6966], [-1.1136, -0.2690, -2.5104], [2.8929, -0.3472, 2.5829], [1.6997, -0.2921, 3.4761], [1.5733, -1.0446, 2.4295], [-1.8668, 0.0584, -3.6957], [-0.6585, 0.5614, -1.6723], [-0.5786, -1.4129, -0.1073], [0.0832, -0.1435, -0.2366], [-1.1709, 2.0104, 0.0461], [-0.1167, 1.6905, 1.5108], [-1.0857, -1.3088, -2.3449], [3.1224, 0.4024, 1.7905], [3.7103, -0.8256, 2.8540], [1.4029, 0.1571, 4.4598], [-1.7371, 0.8152, 1.0685], [0.8988, -1.6050, 1.8391], [-1.5924, -0.6243, -4.6624], [-1.7655, 1.0553, -3.8257], [-2.9112, -0.0622, -3.6987]]
}


Entry 4:
{
  "formula": "C2H9OS",
  "method": "wB97M-V/def2-TZVPD",
  "e_lumo_ev": -5.831,
  "e_above_lowest_kcal_mol": 67.1,
  "e_homo_ev": -15.052,
  "charge": 1,
  "elements": ["O", "H", "H", "H", "C", "S", "C", "H", "H", "H", "H", "H", "H"],
  "coordinates": [[-1.5563, 1.0528, 1.9819], [-2.2784, 1.6836, 1.6169], [-1.9399, 0.6643, 2.7791], [-0.8407, 0.9149, 0.2041], [0.1934, -1.3951, 0.4832], [0.0289, 0.2159, -0.6046], [1.6325, -0.1616, -1.6822], [-0.2452, -2.2768, -0.1198], [1.2285, -1.5107, 0.7871], [-0.6399, -1.2109, 1.2742], [2.1676, -1.0776, -1.1778], [2.2578, 0.8090, -1.6426], [1.3233, -0.5315, -2.7079]]
}


Entry 5:
{
  "formula": "C30H33InN4O6",
  "method": "wB97M-V/def2-TZVPD",
  "e_lumo_ev": -5.718,
  "e_above_lowest_kcal_mol": 29.7,
  "e_homo_ev": -11.757,
  "charge": 2,
  "elements": ["In", "O", "C", "O", "C", "C", "C", "C", "O", "C", "O", "C", "C", "H", "H", "H", "H", "H", "C", "N", "C", "C", "C", "C", "C", "C", "C", "C", "H", "H", "H", "H", "H", "H", "H", "H", "H", "H", "H", "H", "H", "C", "N", "C", "C", "C", "N", "C", "O", "N", "H", "H", "H", "H", "H", "H", "H", "C", "C", "O", "C", "C", "C", "C", "C", "C", "H", "H", "H", "H", "H", "H", "H", "H"],
  "coordinates": [[-4.4589, 3.0901, -18.4167], [-4.5965, 2.9402, -21.2130], [-5.3960, 2.0332, -20.9448], [-5.6825, 1.7623, -19.7110], [-6.0237, 1.2524, -21.9945], [-7.0149, 0.2653, -21.7169], [-7.6881, -0.5093, -22.7089], [-7.1190, -0.4625, -23.9495], [-7.4322, -1.0845, -25.0907], [-6.6558, -0.4702, -26.1543], [-5.9434, 0.5524, -25.5604], [-6.2015, 0.5314, -24.1677], [-5.5552, 1.3285, -23.2879], [-7.4459, 0.2370, -20.7185], [-8.5872, -1.0835, -22.4400], [-7.3832, -0.0640, -26.8596], [-5.9831, -1.2073, -26.6121], [-4.7878, 2.0633, -23.7022], [-2.6317, 6.7690, -15.3662], [-4.0122, 6.6659, -15.9457], [-4.9121, 5.8581, -15.0735], [-3.9836, 6.1218, -17.3849], [-5.3722, 6.0344, -18.0295], [-6.2240, 7.0903, -18.1652], [-7.5734, 6.9388, -18.6112], [-8.0660, 5.6504, -18.8440], [-7.1869, 4.5922, -18.7196], [-5.8258, 4.8233, -18.4585], [-2.7886, 7.0962, -14.3412], [-2.0661, 7.5108, -15.9178], [-2.1260, 5.8407, -15.3513], [-4.3602, 7.6600, -16.0687], [-4.3271, 4.9653, -14.8425], [-5.8798, 5.7387, -15.6024], [-5.0908, 6.5474, -14.2077], [-3.4463, 5.1853, -17.2611], [-3.3033, 6.8232, -17.8789], [-5.9241, 8.1463, -17.9621], [-8.2337, 7.8060, -18.7452], [-9.0847, 5.5416, -19.1417], [-7.5722, 3.5928, -18.6859], [-2.2690, 1.6592, -13.8664], [-3.5180, 1.4454, -14.6104], [-4.4610, 0.5329, -14.2503], [-5.5787, 0.2804, -14.9989], [-5.6735, 0.7940, -16.2326], [-4.7733, 1.8376, -16.5766], [-3.7921, 2.3049, -15.6513], [-3.1722, 3.3621, -15.9594], [-6.5600, 0.4400, -17.1592], [-2.2108, 2.3793, -13.0623], [-1.4940, 2.0225, -14.5534], [-1.9180, 0.7205, -13.4950], [-4.2682, -0.0035, -13.3605], [-6.3179, -0.3745, -14.5655], [-7.4056, 0.0079, -16.8130], [-6.5447, 0.8727, -18.0866], [-0.7293, 1.4033, -18.2093], [-1.4922, 1.9529, -19.3513], [-2.5225, 2.6440, -19.2034], [-1.0328, 1.5831, -20.7356], [-1.7903, 2.0302, -21.7782], [-1.3384, 1.7198, -23.0130], [-0.1676, 1.0341, -23.2287], [0.6511, 0.6072, -22.1796], [0.1744, 0.8575, -20.9135], [-1.1676, 1.7897, -17.2357], [0.3347, 1.7387, -18.1256], [-0.7521, 0.3362, -18.1141], [-2.6301, 2.7405, -21.5465], [-1.9792, 1.9160, -23.8740], [0.1997, 0.8347, -24.2282], [1.6318, 0.1352, -22.3410], [0.8537, 0.5162, -20.1588]]
}


Entry 6:
{
  "formula": "C2H3F2N",
  "method": "wB97M-V/def2-TZVPD",
  "e_lumo_ev": 0.899,
  "e_above_lowest_kcal_mol": 52.5,
  "e_homo_ev": -10.134,
  "elements": ["C", "C", "N", "F", "F", "H", "H", "H"],
  "coordinates": [[-0.1664, 0.0859, -0.6879], [-0.1987, -0.3048, 0.6971], [0.6867, 0.7864, 0.1727], [0.4098, -0.7339, -1.6424], [-1.2793, 0.0765, 1.4026], [-1.4787, 0.8332, -1.0359], [0.3507, -1.2250, 1.0765], [1.6759, 0.4818, 0.0174]]
}